(1)
47
Properties=species:S:1:pos:R:3:forces:R:3 method="wB97M-V/def2-TZVPD" charge=0 mol_weight_g_mol=363.49 smiles=Cc1noc(C)c1CSc1nc2ccccc2n1CCc1ccccc1 e_tot_ha=-1450.53132 orbital_gap_ev=8.562 relative_energy_kj_mol=12.9
C -2.029497 -1.964187 -2.192366 0.05 -0.01 -0.16
C -2.573570 -0.729856 -1.583250 -0.25 0.45 0.42
N -2.829177 0.343002 -2.281080 0.44 -0.58 -0.98
O -3.311897 1.287272 -1.430930 -0.24 0.37 0.77
C -3.355821 0.783871 -0.187827 0.26 -0.89 0.04
C -3.851384 1.642057 0.915701 -0.07 -0.01 -0.25
C -2.899959 -0.510095 -0.210453 -0.26 0.81 -0.27
C -2.740978 -1.445306 0.926007 0.36 0.22 0.26
S -1.529638 -0.807859 2.153183 -0.33 -0.12 0.33
C -0.065547 -1.093033 1.258302 -0.12 -0.24 -0.19
N 0.023592 -1.887182 0.229086 -0.39 -0.04 0.19
C 1.332930 -1.801973 -0.174587 0.50 0.45 0.34
C 1.981189 -2.414539 -1.238874 0.00 0.05 0.08
C 3.317744 -2.127165 -1.420229 0.03 -0.12 -0.18
C 4.002531 -1.260803 -0.568334 0.11 0.06 0.06
C 3.375537 -0.646215 0.497187 0.07 0.07 0.14
C 2.031711 -0.920253 0.680895 0.08 -0.54 -0.53
N 1.108681 -0.493585 1.610938 -0.14 -0.39 -0.06
C 1.277091 0.572261 2.560160 -0.14 0.47 0.20
C 0.741660 1.907028 1.997586 0.15 -0.15 -0.03
C 1.176878 2.058141 0.566439 -0.08 0.21 0.03
C 2.446168 2.521028 0.247910 -0.08 0.06 0.02
C 2.875594 2.539529 -1.066912 0.11 0.04 -0.02
C 2.043500 2.089309 -2.077601 0.06 0.00 -0.09
C 0.769927 1.641759 -1.772777 -0.01 -0.05 -0.08
C 0.342338 1.632089 -0.458242 -0.04 0.08 0.06
H -1.772977 -1.775116 -3.230025 0.00 -0.04 -0.12
H -2.769615 -2.762172 -2.145123 -0.02 -0.09 -0.04
H -1.146377 -2.274748 -1.635681 -0.08 -0.05 -0.09
H -3.701967 2.688018 0.660803 0.01 0.09 0.07
H -3.324829 1.404888 1.837516 0.03 0.05 0.02
H -4.916477 1.473432 1.074328 -0.07 0.05 0.04
H -3.666240 -1.562605 1.490832 0.08 -0.12 0.04
H -2.363871 -2.409630 0.594105 -0.15 -0.05 0.04
H 1.451179 -3.086873 -1.894544 -0.07 -0.08 -0.08
H 3.851295 -2.582448 -2.241278 0.05 -0.04 -0.07
H 5.048972 -1.064868 -0.748279 0.09 0.02 -0.01
H 3.914462 0.024624 1.148667 0.07 0.08 0.03
H 0.750013 0.316075 3.484315 0.19 0.00 -0.01
H 2.345000 0.655475 2.772217 -0.11 -0.05 0.06
H -0.347943 1.903821 2.053997 0.02 0.04 0.03
H 1.120553 2.722257 2.615159 -0.05 0.03 0.04
H 3.102281 2.865776 1.035470 0.09 0.04 0.10
H 3.866916 2.898411 -1.302557 0.08 0.03 -0.03
H 2.386219 2.090787 -3.101423 0.03 0.01 -0.09
H 0.107348 1.295712 -2.551861 -0.08 -0.03 -0.08
H -0.651959 1.282569 -0.222028 -0.16 -0.08 0.03


(2)
56
Properties=species:S:1:pos:R:3:forces:R:3 method="wB97M-V/def2-TZVPD" charge=0 mol_weight_g_mol=543.46 e_tot_ha=-3102.00384 orbital_gap_ev="5.822 / 5.823" relative_energy_kj_mol=0.0
Ti 0.439085 -0.011138 1.198281 0.92 -1.56 0.28
N -3.560308 -1.919069 1.954260 -0.03 0.00 -0.06
C -2.470380 -1.204519 1.600080 0.25 0.19 0.15
S -1.135726 -1.201363 2.705358 0.04 0.02 -0.03
N -2.555520 -0.572480 0.448181 -0.16 -0.02 -0.15
N -1.448081 0.134879 0.119827 -0.14 0.32 -0.38
C -1.515235 0.884051 -0.937264 -0.15 -0.42 0.39
C -2.740211 1.008150 -1.769268 0.11 0.05 0.05
C -3.194070 -0.056356 -2.537887 0.03 -0.08 -0.03
C -4.330509 0.081071 -3.317421 -0.02 0.00 -0.02
C -5.029724 1.280656 -3.325005 0.02 0.02 0.02
C -4.585656 2.342245 -2.550972 -0.03 0.02 -0.01
C -3.441632 2.207760 -1.778791 0.01 0.03 0.02
C -0.310636 1.670573 -1.235366 0.17 0.14 -0.05
C -0.215419 2.525260 -2.329308 -0.22 -0.16 0.05
C 0.926031 3.289044 -2.497416 0.27 -0.05 0.29
C 1.943341 3.189762 -1.556460 -0.26 0.06 -0.26
C 1.782860 2.300036 -0.509404 0.13 -0.12 0.07
N 0.701370 1.538293 -0.357975 0.19 0.32 -0.07
H -3.614683 -2.265875 2.892797 -0.02 -0.05 0.05
H -4.407307 -1.785036 1.428054 0.02 0.01 -0.01
H -2.660355 -0.998633 -2.518885 -0.01 0.03 0.00
H -4.674893 -0.751576 -3.916498 0.00 0.00 0.00
H -5.920004 1.388391 -3.930419 0.00 -0.01 -0.01
H -5.130254 3.277309 -2.545324 -0.01 0.00 0.00
H -3.093939 3.033225 -1.169035 -0.01 0.01 0.00
H -1.037597 2.580387 -3.028654 0.02 0.02 0.00
H 1.022700 3.956129 -3.343394 -0.02 -0.01 -0.01
H 2.851981 3.766745 -1.642898 0.02 -0.02 0.03
H 2.559029 2.178812 0.234394 -0.16 0.03 -0.09
C 3.076411 -1.842358 2.917358 -0.05 0.00 0.00
C 2.298562 -1.515378 1.681888 -0.40 0.47 0.05
N 2.507618 -0.375502 0.955349 -0.41 0.33 -0.12
N 3.502499 0.450181 1.448235 0.24 -0.11 -0.11
C 4.515681 0.886313 0.672409 0.04 -0.15 0.11
N 5.370811 1.735873 1.321896 -0.11 -0.04 0.01
S 4.740562 0.449626 -0.914016 0.08 0.05 -0.01
C 1.361352 -2.414085 1.098498 0.04 0.13 -0.38
C 1.219444 -3.795848 1.367779 -0.14 -0.13 0.01
C 0.356820 -4.531174 0.604997 0.14 -0.02 0.16
C -0.397202 -3.921159 -0.417243 0.02 0.32 -0.02
C -0.278867 -2.568200 -0.579387 -0.20 -0.36 -0.03
N 0.553027 -1.824658 0.170013 -0.07 0.37 -0.06
H 4.143099 -1.910542 2.693763 0.01 -0.01 -0.01
H 2.746677 -2.783799 3.348790 0.02 0.01 0.01
H 2.935236 -1.071356 3.675986 0.01 0.00 0.04
H 3.452078 0.715892 2.422110 -0.07 0.09 0.02
H 5.060839 2.248822 2.132488 0.01 -0.04 -0.01
H 6.062798 2.171084 0.740335 0.03 0.03 -0.05
H 1.815453 -4.268638 2.133217 0.02 0.00 0.02
H 0.264342 -5.596652 0.772721 0.02 0.00 0.02
H -1.067357 -4.492579 -1.041524 -0.01 0.00 -0.01
H -0.879845 -2.034606 -1.305545 0.05 0.03 0.03
O 1.331906 0.857310 2.985052 -0.22 0.00 0.14
N 0.512996 1.806645 3.109903 0.03 0.12 0.23
O -0.359195 1.758055 2.221338 -0.03 0.14 -0.24


(3)
55
Properties=species:S:1:pos:R:3:forces:R:3 method="wB97M-V/def2-TZVPD" charge=-1 mol_weight_g_mol=779.43 e_tot_ha=-5630.00436 orbital_gap_ev="6.841 / 4.994" spin_multiplicity=5 relative_energy_kj_mol=164.1
Ru -0.641945 0.050424 0.322002 -1.05 1.35 -0.35
O -0.663845 -1.910476 1.069202 -0.27 0.03 -0.47
N -1.439645 -2.753976 0.512902 -0.26 -0.35 -0.19
N -2.126645 -2.336576 -0.483498 1.12 0.62 1.02
O -2.049145 -1.120876 -0.953498 0.36 0.44 0.18
C -2.981145 -3.251976 -1.120498 -0.66 -0.81 -0.48
C -3.601145 -2.880576 -2.307698 0.30 0.27 0.25
C -4.438645 -3.773976 -2.945098 -0.07 -0.19 0.01
C -4.656845 -5.031876 -2.410098 -0.08 -0.06 -0.06
C -4.038645 -5.397576 -1.223098 -0.05 0.03 -0.09
C -3.199445 -4.514776 -0.572098 0.06 0.11 0.04
H -3.407645 -1.900476 -2.712898 0.00 0.09 0.02
H -4.923145 -3.482676 -3.864098 -0.04 0.03 -0.11
H -5.307845 -5.731676 -2.913198 -0.07 -0.04 -0.05
H -4.225645 -6.377376 -0.806998 0.06 -0.04 0.07
H -2.705845 -4.783276 0.348202 -0.02 -0.03 0.03
S -3.725345 3.905224 -2.090398 -0.16 0.13 -0.52
Sb -2.680845 3.360524 -0.056698 0.50 0.24 0.42
S -2.318145 0.861024 1.630702 0.50 -0.54 0.34
S -0.756945 2.038524 -0.883998 -0.40 -0.71 0.06
S -1.363445 5.246324 0.440602 -0.44 0.01 -0.20
C 0.696055 3.530224 2.365302 -0.38 0.06 0.79
N 1.212955 3.610924 0.990602 -0.29 -0.04 -0.29
C 1.925355 4.870124 0.770302 0.14 0.59 -0.12
C 2.025155 2.428024 0.543302 0.34 -0.84 -0.13
C 1.977555 1.318224 1.558702 -0.05 0.02 -0.22
C 3.033955 1.255424 2.465802 -0.04 -0.02 -0.03
C 3.002255 0.404324 3.552702 0.11 -0.01 0.07
C 1.863855 -0.352976 3.761202 0.10 0.01 0.02
C 0.820555 -0.306976 2.852902 -0.26 -0.15 0.03
C 0.860755 0.473324 1.690302 -0.03 -0.22 -0.09
H 0.087855 4.414924 2.549302 0.08 -0.05 -0.16
H 1.511955 3.465424 3.081002 0.14 -0.02 -0.07
H 0.060155 2.649724 2.468202 0.07 0.17 -0.08
H 0.343955 3.667724 0.391702 0.18 0.07 0.21
H 2.859755 4.879524 1.331702 -0.03 -0.11 0.02
H 1.283455 5.689224 1.089802 0.01 -0.06 -0.04
H 2.118655 4.988224 -0.294198 0.07 -0.07 0.01
H 3.057855 2.754924 0.409702 -0.10 0.10 0.05
H 1.630255 2.093424 -0.420698 0.08 0.20 0.17
H 3.895055 1.895924 2.322102 0.06 0.09 -0.06
H 3.840055 0.350424 4.235602 0.01 0.02 0.02
H 1.797655 -0.991476 4.630302 -0.08 -0.07 0.08
H -0.058045 -0.905776 3.067702 0.09 0.01 -0.15
Br 3.902655 -2.180276 -4.215698 -0.10 0.09 0.10
C 2.648155 -1.492176 -2.935998 0.23 -0.13 -0.18
C 1.575855 -0.741176 -3.370298 0.02 -0.06 -0.07
C 0.675055 -0.271676 -2.426398 -0.04 0.13 -0.10
C 0.827355 -0.518276 -1.060598 0.03 -0.08 0.31
C 1.919555 -1.295276 -0.672298 0.05 0.09 -0.10
C 2.833255 -1.776576 -1.597798 0.18 -0.14 0.02
H 1.434455 -0.527476 -4.421398 0.03 -0.03 -0.02
H -0.163245 0.314424 -2.787098 0.01 -0.06 0.09
H 2.072555 -1.538976 0.373602 -0.01 0.02 0.00
H 3.679255 -2.369276 -1.279098 0.04 -0.05 -0.01


(4)
51
Properties=species:S:1:pos:R:3:forces:R:3 method="wB97M-V/def2-TZVPD" charge=0 mol_weight_g_mol=460.33 smiles="O=C(CN1CCOCC1)NCC(=O)Nc1ccc(Br)cc1C(=O)c1ccccc1" e_tot_ha=-3852.71945 orbital_gap_ev=8.940 relative_energy_kj_mol=68.8
O -2.467803 -3.610327 -1.255749 -0.02 -0.20 -0.30
C -2.629172 -2.632836 -0.556923 -0.22 0.11 0.17
C -3.776319 -1.644363 -0.737631 -0.01 0.07 -0.13
N -3.387470 -0.321498 -0.288655 -0.20 -0.04 -0.07
C -2.474107 0.323188 -1.222726 0.20 0.34 0.06
C -1.995018 1.638738 -0.614763 0.24 -0.32 -0.24
O -3.073031 2.496978 -0.316791 -0.11 0.14 -0.08
C -3.976232 1.867641 0.559258 -0.32 -0.16 0.04
C -4.512212 0.561036 -0.030162 0.10 0.28 0.21
N -1.857682 -2.341267 0.515611 0.39 0.07 0.39
C -0.598452 -2.995738 0.733144 -0.29 0.06 -0.12
C 0.557507 -2.074236 0.356508 -0.19 -0.56 0.00
O 0.389525 -0.979686 -0.132902 -0.08 0.06 -0.17
N 1.782645 -2.600470 0.629946 0.06 -0.26 0.08
C 2.998005 -1.943060 0.405433 0.30 0.33 -0.13
C 4.096952 -2.675972 -0.034001 -0.20 0.11 0.10
C 5.303203 -2.053717 -0.288589 0.07 0.19 0.05
C 5.403588 -0.682870 -0.114295 0.20 0.05 -0.03
Br 7.054179 0.188652 -0.479505 -0.15 -0.08 0.04
C 4.327100 0.062447 0.331046 0.05 -0.17 -0.04
C 3.117118 -0.562894 0.603516 0.10 -0.42 0.09
C 2.024018 0.229884 1.256767 0.19 -0.12 0.28
O 1.554216 -0.140440 2.313428 0.09 0.14 -0.13
C 1.657050 1.509130 0.615735 -0.29 0.55 -0.01
C 1.907833 1.761266 -0.731571 -0.05 -0.08 0.19
C 1.533178 2.969612 -1.287598 0.00 0.09 -0.10
C 0.912148 3.935040 -0.509806 0.00 0.01 -0.01
C 0.650693 3.686878 0.828357 -0.04 0.07 -0.01
C 1.014369 2.477319 1.386948 0.17 -0.19 0.00
H -4.099003 -1.672278 -1.790509 0.07 -0.05 0.11
H -4.609605 -1.996399 -0.121522 0.03 -0.01 -0.05
H -1.610838 -0.321820 -1.389800 0.01 0.02 -0.02
H -2.969244 0.520677 -2.189068 0.00 -0.04 0.04
H -1.355956 2.176535 -1.315617 0.02 -0.07 0.05
H -1.421230 1.421950 0.297723 -0.01 0.01 -0.07
H -4.788565 2.577104 0.726676 0.02 -0.08 0.05
H -3.476725 1.649193 1.515737 -0.07 0.01 -0.04
H -5.182831 0.084506 0.688546 -0.03 0.03 -0.02
H -5.077169 0.783814 -0.951570 0.01 -0.03 0.05
H -1.981324 -1.413774 0.903874 -0.08 -0.05 -0.09
H -0.496076 -3.289867 1.783488 0.08 -0.03 -0.12
H -0.589547 -3.889526 0.098768 0.10 0.06 0.14
H 1.838106 -3.575540 0.886083 -0.11 0.14 0.02
H 4.004365 -3.742706 -0.175431 -0.03 -0.11 -0.07
H 6.154949 -2.624715 -0.623549 0.05 -0.03 -0.03
H 4.428199 1.125410 0.491047 0.01 0.08 -0.02
H 2.369733 1.002414 -1.344453 0.04 -0.06 -0.05
H 1.724612 3.161444 -2.333147 0.01 0.01 -0.08
H 0.625035 4.878705 -0.949229 -0.03 0.08 -0.04
H 0.158581 4.435348 1.430863 -0.04 0.06 0.05
H 0.818728 2.261088 2.427054 -0.02 -0.03 0.07